9 unconnected molecules or ions with the total composition C47H104B4F16N5O at a distorted geometry. Source: the Open Molecules 2025 dataset; level of theory: the ωB97M-V functional and the def2-TZVPD basis.

Structure (ORCA input):
```
! RIJCOSX wB97M-V def2-TZVPD def2/J DEFGRID3
* xyz 1 1
C -8.819 -3.968 -1.879
C -7.779 -4.768 -2.674
C -6.386 -4.142 -2.800
C -5.515 -4.962 -3.728
N -4.227 -4.394 -4.201
C -4.482 -3.243 -5.179
C -3.943 -3.700 -6.552
C -2.867 -4.638 -6.164
C -3.426 -5.390 -4.945
C -3.405 -3.804 -3.028
C -3.164 -4.736 -1.786
C -2.185 -4.091 -0.742
H -9.014 -2.960 -2.255
H -8.421 -3.880 -0.864
H -9.744 -4.541 -1.795
H -8.113 -4.932 -3.708
H -7.655 -5.775 -2.270
H -5.965 -4.156 -1.819
H -6.484 -3.105 -3.143
H -6.007 -5.271 -4.661
H -5.269 -5.907 -3.249
H -3.935 -2.377 -4.856
H -5.540 -2.971 -5.123
H -3.602 -2.779 -7.022
H -4.754 -4.110 -7.157
H -1.926 -4.123 -5.932
H -2.671 -5.413 -6.895
H -2.761 -5.844 -4.205
H -4.114 -6.175 -5.222
H -3.943 -2.918 -2.740
H -2.383 -3.559 -3.323
H -2.765 -5.684 -2.131
H -4.115 -5.016 -1.318
H -2.508 -3.069 -0.501
H -1.231 -4.077 -1.249
H -2.163 -4.701 0.144
C -4.041 -0.663 1.343
C -4.376 0.019 0.023
C -3.429 1.181 -0.252
C -3.638 1.818 -1.623
N -2.815 2.997 -2.107
C -1.370 2.638 -2.253
C -0.505 3.640 -1.597
C -1.462 4.144 -0.450
C -2.792 4.162 -1.142
C -3.361 3.515 -3.489
C -4.808 4.065 -3.505
C -5.121 4.762 -4.882
H -3.006 -0.985 1.387
H -4.737 -1.468 1.541
H -4.212 0.043 2.177
H -5.413 0.347 0.041
H -4.291 -0.729 -0.751
H -2.398 0.839 -0.087
H -3.637 1.919 0.563
H -4.658 2.141 -1.813
H -3.390 1.087 -2.401
H -1.166 2.412 -3.292
H -1.284 1.650 -1.782
H -0.160 4.489 -2.166
H 0.361 3.133 -1.169
H -1.221 5.127 -0.073
H -1.419 3.407 0.362
H -2.777 5.045 -1.768
H -3.689 4.134 -0.492
H -3.313 2.595 -4.117
H -2.664 4.300 -3.821
H -4.852 4.835 -2.739
H -5.542 3.326 -3.172
H -6.146 5.138 -4.917
H -5.022 4.055 -5.730
H -4.379 5.565 -5.000
C 5.906 -2.977 1.147
C 6.790 -1.899 1.695
C 6.237 -0.475 1.435
C 7.073 0.661 2.072
N 6.808 2.032 1.562
C 7.651 2.961 2.400
C 6.674 3.572 3.465
C 5.440 3.758 2.596
C 5.381 2.502 1.800
C 7.084 2.231 0.000
C 8.440 1.852 -0.497
C 8.734 2.426 -1.978
H 4.897 -2.780 1.525
H 6.144 -4.042 1.359
H 5.801 -2.922 0.036
H 7.827 -2.027 1.383
H 6.877 -2.044 2.778
H 5.247 -0.357 1.885
H 6.208 -0.277 0.334
H 8.142 0.476 1.911
H 6.832 0.765 3.131
H 7.976 3.801 1.769
H 8.537 2.473 2.809
H 7.025 4.498 3.928
H 6.470 2.837 4.257
H 5.695 4.648 1.994
H 4.507 3.873 3.142
H 4.820 2.547 0.871
H 4.910 1.717 2.434
H 6.856 3.296 -0.166
H 6.311 1.655 -0.515
H 8.545 0.774 -0.451
H 9.155 2.296 0.210
H 9.711 2.081 -2.336
H 8.702 3.534 -1.949
H 7.939 2.080 -2.646
C 1.918 -0.209 9.001
C 0.900 0.521 8.166
C 0.996 0.156 6.666
C -0.025 0.954 5.932
N -0.291 0.657 4.424
C -0.872 -0.687 4.166
C 0.028 -1.528 3.268
C 1.391 -0.942 3.638
C 1.057 0.575 3.736
C -1.128 1.740 3.727
C -2.438 2.045 4.379
C -3.365 3.061 3.714
H 1.949 0.103 10.035
H 2.888 0.078 8.624
H 1.827 -1.299 8.930
H 0.971 1.612 8.333
H -0.139 0.306 8.481
H 0.843 -0.934 6.639
H 1.981 0.385 6.259
H 0.341 1.986 5.813
H -1.040 0.998 6.296
H -1.865 -0.580 3.728
H -1.050 -1.224 5.106
H -0.117 -1.403 2.191
H -0.041 -2.610 3.428
H 2.114 -1.145 2.865
H 1.828 -1.403 4.515
H 0.797 0.931 2.711
H 1.747 1.294 4.161
H -1.307 1.348 2.723
H -0.532 2.650 3.629
H -2.286 2.445 5.386
H -3.004 1.118 4.513
H -3.478 2.873 2.635
H -3.053 4.101 3.901
H -4.347 2.897 4.196
C 2.671 0.315 0.162
C 1.472 -0.097 -0.549
O 0.329 0.132 -0.249
N 1.710 -0.912 -1.722
H 2.326 -0.346 -2.359
H 2.314 -1.708 -1.402
C 0.500 -1.354 -2.440
H 2.297 0.726 1.102
H 3.137 1.101 -0.459
H 3.394 -0.498 0.339
H -0.201 -1.867 -1.788
H 0.779 -2.050 -3.225
H 0.088 -0.475 -2.930
B 4.122 0.723 -3.162
F 3.300 1.737 -2.479
F 3.168 -0.177 -3.803
F 5.058 1.262 -4.112
F 4.765 -0.016 -2.114
B -2.182 -0.596 -4.579
F -1.228 0.430 -4.664
F -1.614 -1.983 -4.837
F -2.778 -0.708 -3.247
F -3.221 -0.388 -5.514
B 1.874 -3.632 -0.125
F 3.094 -3.037 -0.687
F 1.288 -2.729 0.771
F 1.039 -3.824 -1.239
F 2.216 -4.861 0.475
B 1.555 3.813 1.872
F 2.322 3.965 0.721
F 2.347 3.171 2.975
F 1.096 5.064 2.348
F 0.427 2.905 1.742
*
```

LUMO energy   -1.5 eV

Mulliken atomic charge list, values in e, 2 entries: -1.314, -0.659

***

12 unconnected molecules or ions with the total composition C47H107O34P5 at a distorted geometry. Source: the Open Molecules 2025 dataset; level of theory: the ωB97M-V functional and the def2-TZVPD basis.

Structure (ORCA input):
```
! RIJCOSX wB97M-V def2-TZVPD def2/J DEFGRID3
* xyz 0 1
C 24.693 -18.629 27.230
O 25.742 -18.744 28.174
P 26.825 -17.596 28.206
O 26.318 -16.258 27.938
O 27.550 -17.837 29.580
C 28.572 -16.915 29.989
O 27.849 -18.115 27.101
C 28.562 -19.319 27.274
H 23.911 -17.903 27.448
H 24.313 -19.581 26.871
H 25.139 -18.185 26.323
H 29.524 -17.452 30.051
H 28.354 -16.644 31.018
H 28.713 -16.103 29.281
H 29.499 -19.192 27.820
H 28.798 -19.713 26.286
H 27.960 -20.073 27.790
C 16.385 -24.248 30.648
O 17.597 -24.502 29.922
P 18.991 -23.789 30.126
O 19.735 -23.820 28.883
O 18.579 -22.389 30.748
C 19.223 -21.169 30.416
O 19.715 -24.520 31.339
C 19.013 -24.758 32.551
H 15.636 -24.092 29.870
H 16.346 -23.340 31.250
H 16.192 -25.147 31.224
H 19.953 -21.186 29.603
H 19.872 -20.813 31.222
H 18.417 -20.478 30.189
H 19.699 -25.251 33.239
H 18.183 -25.447 32.398
H 18.702 -23.829 33.031
C 24.213 -17.492 23.673
O 23.852 -16.277 24.321
P 22.934 -15.214 23.585
O 21.605 -15.644 23.163
O 23.875 -14.783 22.395
C 23.344 -14.331 21.157
O 23.025 -14.052 24.647
C 22.491 -14.286 25.934
H 24.071 -17.507 22.593
H 23.714 -18.375 24.086
H 25.259 -17.669 23.923
H 22.253 -14.389 21.125
H 23.714 -14.883 20.296
H 23.574 -13.270 21.032
H 23.214 -14.742 26.618
H 21.602 -14.921 25.922
H 22.222 -13.358 26.438
C 16.012 -17.164 27.054
O 16.554 -17.837 28.194
P 17.451 -16.954 29.171
O 16.921 -15.635 29.467
O 17.711 -17.937 30.371
C 16.584 -18.367 31.157
O 18.856 -16.895 28.459
C 19.518 -18.092 28.024
H 16.578 -17.520 26.191
H 16.064 -16.080 27.142
H 14.967 -17.399 26.854
H 16.773 -18.156 32.210
H 16.510 -19.454 31.138
H 15.695 -17.843 30.817
H 20.565 -17.824 27.908
H 19.117 -18.473 27.087
H 19.453 -18.847 28.808
C 21.564 -18.371 21.105
O 22.679 -19.130 20.578
P 23.155 -18.930 19.095
O 24.011 -17.775 18.874
O 23.803 -20.312 18.698
C 23.213 -21.543 19.100
O 21.768 -18.903 18.296
C 21.974 -18.604 16.895
H 21.940 -18.084 22.080
H 20.661 -18.974 21.196
H 21.358 -17.519 20.462
H 23.952 -22.149 19.617
H 22.878 -22.088 18.209
H 22.283 -21.447 19.663
H 22.902 -19.025 16.513
H 22.030 -17.522 16.762
H 21.090 -18.940 16.367
O 19.849 -24.396 19.201
C 20.008 -23.586 18.112
C 19.676 -22.239 18.179
C 19.883 -21.380 17.107
C 20.521 -21.858 15.974
O 20.677 -20.988 14.908
C 20.883 -23.194 15.896
C 20.631 -24.046 16.962
H 20.675 -24.852 19.401
H 19.121 -21.879 19.034
H 19.580 -20.365 17.321
H 21.236 -21.437 14.267
H 21.371 -23.565 15.000
H 20.989 -25.069 16.912
O 16.918 -22.412 20.333
C 16.401 -21.144 20.416
C 15.049 -20.925 20.635
C 14.579 -19.637 20.867
C 15.448 -18.558 20.816
O 14.905 -17.306 20.802
C 16.808 -18.787 20.630
C 17.278 -20.069 20.421
H 16.225 -23.015 20.048
H 14.334 -21.739 20.670
H 13.517 -19.473 20.995
H 15.418 -16.593 21.190
H 17.503 -17.958 20.694
H 18.341 -20.267 20.399
C 21.207 -27.648 18.861
O 20.614 -26.968 19.954
C 21.266 -27.278 21.156
C 21.054 -26.271 22.244
O 21.847 -25.117 21.998
C 22.498 -24.647 23.154
H 21.530 -28.665 19.110
H 22.002 -27.051 18.412
H 20.414 -27.840 18.133
H 22.358 -27.328 21.012
H 21.020 -28.291 21.508
H 21.321 -26.766 23.184
H 20.016 -25.926 22.308
H 23.275 -25.370 23.441
H 21.873 -24.387 24.014
H 23.006 -23.714 22.902
C 24.500 -24.033 26.221
O 24.887 -22.772 25.716
C 26.056 -22.700 24.967
C 26.286 -21.208 24.751
O 25.253 -20.629 23.970
C 25.222 -21.008 22.620
H 23.735 -24.441 25.548
H 24.040 -24.058 27.207
H 25.354 -24.716 26.193
H 26.025 -23.249 24.019
H 26.959 -23.026 25.511
H 27.229 -21.011 24.227
H 26.221 -20.761 25.740
H 26.213 -20.979 22.131
H 24.584 -20.334 22.057
H 24.952 -22.068 22.524
C 18.292 -24.341 24.699
O 17.216 -25.150 25.106
C 17.229 -25.409 26.488
C 15.997 -26.181 26.907
O 16.119 -26.362 28.311
C 15.169 -27.249 28.797
H 18.337 -23.399 25.255
H 18.214 -24.151 23.630
H 19.240 -24.886 24.825
H 17.320 -24.467 27.046
H 18.093 -26.028 26.771
H 16.053 -27.172 26.434
H 15.036 -25.703 26.696
H 15.201 -28.171 28.188
H 14.126 -26.926 28.674
H 15.382 -27.551 29.819
C 19.717 -21.891 22.181
O 20.753 -22.143 23.066
C 21.662 -21.144 23.417
C 21.774 -21.003 24.914
O 20.494 -21.075 25.442
C 20.336 -21.641 26.742
H 19.901 -22.044 21.106
H 19.372 -20.850 22.285
H 18.869 -22.542 22.401
H 21.476 -20.187 22.920
H 22.646 -21.408 22.999
H 22.293 -20.056 25.159
H 22.510 -21.688 25.365
H 21.121 -22.376 26.918
H 19.366 -22.130 26.682
H 20.323 -20.866 27.512
C 17.193 -20.679 24.605
O 16.180 -20.684 25.550
C 15.127 -21.606 25.338
C 14.062 -21.284 26.375
O 14.353 -21.814 27.657
C 15.418 -21.161 28.310
H 17.743 -21.616 24.440
H 17.978 -19.943 24.805
H 16.858 -20.347 23.603
H 15.479 -22.640 25.450
H 14.741 -21.464 24.319
H 13.164 -21.837 26.094
H 13.932 -20.198 26.348
H 16.367 -21.438 27.823
H 15.562 -21.539 29.323
H 15.443 -20.072 28.236
*
```

Relative energy (zero: lowest compared OMol25 entry of this formula, charge and spin)   0.0 kJ/mol
LUMO energy   0.5 eV

Mulliken atomic charge list, values in e, 2 entries: -0.643, -0.341